(1)
{
  "formula": "C20H59HgO10",
  "method": "ωB97M-V/def2-TZVPD",
  "e_tot_ev": -46332.60536,
  "homo_ev": -11.50,
  "fmax_ha_per_bohr": 0.1096,
  "lumo_energy_ev": -5.69,
  "charge": 1,
  "homo_lumo_gap_ev": 5.8,
  "elements": ["C", "H", "C", "C", "H", "H", "H", "H", "H", "H", "C", "H", "C", "C", "C", "H", "H", "O", "H", "H", "H", "H", "H", "H", "H", "O", "C", "H", "H", "C", "H", "H", "O", "C", "O", "H", "H", "H", "H", "H", "H", "H", "Hg", "H", "H", "C", "H", "H", "H", "O", "H", "H", "H", "H", "H", "C", "H", "H", "H", "H", "H", "H", "C", "H", "H", "C", "H", "O", "H", "C", "C", "H", "H", "H", "H", "C", "H", "H", "O", "C", "H", "H", "H", "C", "H", "O", "O", "H", "O", "C"],
  "coordinates": [[-1.24, -2.11, -4.33], [0.56, -3.43, -4.20], [-2.69, -4.66, -0.63], [1.28, 1.74, -5.19], [-2.39, 0.47, 5.77], [-1.71, -1.61, 3.68], [1.24, 4.80, 0.48], [2.92, -1.47, 1.84], [-2.93, -2.90, 0.30], [-0.36, 2.87, 3.40], [4.19, 0.45, 1.16], [-3.41, 1.81, 1.97], [-4.23, 1.67, 1.28], [-0.26, -3.07, -3.57], [1.75, 1.85, -3.78], [-3.57, -4.43, -2.49], [2.08, -2.61, -1.35], [-0.69, 0.63, 4.87], [0.28, -2.60, -2.75], [1.11, 1.30, -3.09], [-5.12, 2.12, 1.71], [-0.78, 0.13, -1.47], [-4.49, 0.61, 1.26], [-1.89, -3.99, 1.30], [-3.43, 3.10, -0.14], [-0.31, 5.34, -1.85], [0.18, 4.16, -1.34], [-1.01, -3.02, -6.12], [-0.53, 1.24, 0.94], [0.40, 3.58, 3.06], [1.49, -2.15, 0.62], [-4.90, 0.89, -1.05], [2.03, 2.37, -6.20], [-2.13, -3.64, 0.30], [3.11, -1.00, 2.66], [1.88, -5.33, 0.07], [2.34, 2.39, 4.53], [1.91, 3.45, -0.31], [3.29, 1.07, 1.13], [2.96, 2.13, -6.26], [-1.17, -0.74, 6.23], [-0.75, -3.99, -3.24], [1.15, -0.34, 3.89], [-3.07, -1.64, 4.92], [1.95, 2.83, -3.35], [-3.72, 2.05, -0.09], [0.88, 0.41, -0.93], [2.59, 3.28, 2.45], [-2.17, -2.02, -3.77], [-4.89, 1.82, -0.81], [-2.88, 1.47, -0.47], [3.99, -0.20, 0.31], [0.94, 0.74, -5.46], [-2.88, -0.48, 3.56], [-0.88, -1.10, -4.57], [-1.60, -0.19, 5.40], [3.42, -3.63, -1.00], [0.26, 3.55, -2.24], [-1.52, -0.11, 0.93], [0.34, 2.29, -5.25], [-0.71, 1.35, 5.51], [0.61, -4.34, 0.22], [-0.04, -0.12, -0.70], [-0.06, 4.22, 2.31], [5.08, -1.16, 2.13], [-2.37, -1.04, 4.34], [1.47, 2.19, 1.84], [2.31, -2.64, 0.60], [-3.39, -5.31, -0.09], [1.43, -4.51, -0.48], [2.43, -3.34, -0.63], [-1.96, -5.44, -0.86], [4.65, 0.17, 3.30], [1.05, -4.98, -1.39], [-1.22, -3.17, -0.08], [1.46, 4.42, -0.51], [-0.57, 3.70, -0.69], [-0.16, 5.98, -1.14], [1.91, 1.88, 3.84], [4.36, -0.39, 2.40], [5.00, 1.15, 0.98], [0.58, 4.10, 4.00], [0.14, -1.16, -0.96], [1.67, 2.78, 2.74], [2.66, 1.27, -3.69], [-1.73, -2.76, -5.54], [-3.33, -3.93, -1.71], [2.05, 5.19, -1.00], [0.22, -0.41, 1.82], [-0.48, 0.16, 0.74]]
}

=====

(2)
{
  "formula": "C55H120AsF6N5",
  "method": "ωB97M-V/def2-TZVPD",
  "e_tot_ev": -143546.03835,
  "homo_ev": -18.13,
  "fmax_ha_per_bohr": 0.0648,
  "lumo_energy_ev": -7.12,
  "charge": 4,
  "homo_lumo_gap_ev": 11.0,
  "elements": ["F", "H", "C", "H", "H", "H", "C", "C", "H", "H", "C", "H", "H", "C", "C", "H", "H", "H", "C", "H", "H", "H", "H", "H", "H", "H", "H", "As", "H", "C", "H", "H", "H", "C", "H", "H", "H", "N", "H", "C", "H", "C", "H", "H", "H", "H", "C", "H", "H", "C", "H", "C", "H", "N", "H", "C", "F", "H", "H", "H", "F", "C", "C", "C", "C", "H", "H", "H", "H", "F", "C", "C", "C", "H", "H", "C", "H", "C", "C", "N", "H", "C", "H", "C", "H", "H", "N", "C", "H", "H", "C", "H", "H", "F", "C", "H", "H", "H", "H", "C", "H", "H", "C", "H", "H", "C", "C", "N", "H", "H", "H", "C", "H", "H", "H", "F", "C", "H", "C", "H", "H", "H", "C", "C", "H", "C", "H", "H", "H", "H", "H", "H", "H", "H", "C", "H", "C", "C", "C", "H", "H", "H", "H", "H", "H", "H", "C", "H", "H", "H", "H", "C", "H", "H", "H", "H", "C", "C", "H", "H", "H", "H", "H", "H", "H", "H", "H", "H", "H", "H", "H", "C", "H", "C", "H", "H", "H", "C", "H", "H", "C", "C", "H", "C", "C", "H", "H"],
  "coordinates": [[-20.18, -11.82, 12.12], [-22.60, -11.96, 7.11], [-14.59, -9.91, 11.98], [-20.19, -16.65, 9.06], [-16.47, -13.36, 7.41], [-23.17, -7.61, 15.68], [-25.38, -7.73, 8.54], [-14.89, -10.43, 10.59], [-23.86, -15.26, 16.66], [-26.84, -9.10, 13.64], [-25.16, -17.45, 17.40], [-25.83, -7.40, 9.48], [-16.91, -10.32, 7.67], [-21.65, -10.15, 6.35], [-24.46, -14.46, 13.97], [-22.16, -3.19, 15.36], [-19.74, -10.16, 14.61], [-21.11, -14.68, 7.87], [-22.75, -16.28, 13.67], [-14.43, -9.90, 9.72], [-25.78, -9.58, 12.23], [-16.91, -15.56, 9.61], [-24.22, -14.14, 12.96], [-24.90, -13.16, 6.62], [-26.47, -9.58, 8.34], [-14.06, -8.95, 12.01], [-25.65, -16.75, 15.37], [-21.07, -12.29, 10.74], [-22.03, -12.13, 5.42], [-14.48, -16.54, 6.68], [-23.66, -7.54, 12.47], [-22.17, -13.57, 15.49], [-17.30, -6.26, 10.26], [-18.36, -18.26, 10.15], [-24.32, -17.94, 17.90], [-16.80, -11.86, 12.02], [-17.43, -18.38, 7.52], [-23.30, -15.25, 14.60], [-26.22, -9.53, 5.72], [-24.58, -11.92, 4.75], [-14.60, -15.70, 7.37], [-18.11, -16.24, 11.35], [-23.00, -5.24, 16.55], [-15.15, -16.94, 9.22], [-18.28, -18.24, 12.24], [-19.01, -6.46, 10.94], [-17.84, -17.70, 11.40], [-19.17, -16.01, 11.59], [-22.63, -8.17, 5.95], [-21.79, -9.52, 14.47], [-24.67, -9.37, 14.72], [-25.52, -14.26, 4.86], [-26.63, -18.70, 18.44], [-22.28, -8.17, 13.87], [-15.71, -10.58, 13.73], [-22.07, -14.32, 14.70], [-19.65, -12.79, 9.90], [-25.26, -15.19, 13.85], [-17.88, -10.49, 12.05], [-27.12, -8.27, 7.37], [-20.99, -10.67, 10.17], [-24.50, -10.22, 6.70], [-16.93, -11.49, 9.49], [-25.46, -9.12, 6.40], [-26.19, -8.72, 7.72], [-25.47, -13.72, 15.74], [-16.75, -17.83, 11.52], [-23.07, -16.06, 12.64], [-13.77, -18.23, 7.88], [-21.16, -13.88, 11.36], [-24.63, -13.26, 5.52], [-19.86, -8.19, 13.72], [-19.54, -15.95, 7.20], [-23.67, -9.90, 7.32], [-25.14, -6.84, 7.96], [-17.05, -17.45, 8.00], [-17.82, -19.15, 9.78], [-23.49, -4.92, 15.62], [-15.66, -17.73, 8.60], [-16.46, -10.43, 10.47], [-25.37, -14.16, 3.78], [-22.21, -9.06, 5.45], [-22.68, -16.35, 16.28], [-20.94, -15.34, 7.01], [-17.52, -15.63, 12.03], [-23.63, -13.70, 5.49], [-18.14, -17.15, 9.01], [-21.00, -15.32, 15.02], [-18.17, -7.51, 8.18], [-18.01, -11.54, 9.55], [-24.74, -17.10, 15.91], [-25.01, -10.97, 7.31], [-16.33, -8.82, 9.21], [-22.60, -11.87, 11.54], [-22.43, -7.10, 15.02], [-15.79, -18.56, 9.28], [-18.76, -9.59, 9.08], [-23.37, -9.27, 12.52], [-19.14, -8.52, 12.96], [-23.28, -9.81, 4.62], [-25.61, -11.58, 4.58], [-21.93, -5.25, 14.34], [-22.48, -11.44, 6.15], [-27.22, -18.13, 16.89], [-21.01, -14.75, 6.06], [-21.24, -16.30, 13.88], [-15.86, -10.01, 12.83], [-23.79, -10.90, 5.57], [-18.87, -15.10, 7.36], [-19.79, -7.63, 8.88], [-16.94, -12.44, 6.11], [-26.35, -18.45, 17.42], [-21.71, -16.11, 7.02], [-19.42, -18.47, 10.06], [-25.10, -8.18, 5.98], [-22.03, -12.81, 9.35], [-18.38, -6.41, 10.06], [-19.00, -9.00, 10.71], [-21.12, -7.79, 12.94], [-26.57, -14.14, 5.09], [-20.65, -10.42, 6.00], [-24.56, -5.13, 15.79], [-23.63, -15.99, 15.91], [-14.69, -17.87, 7.46], [-16.52, -8.44, 10.90], [-23.56, -8.38, 13.13], [-19.46, -7.27, 14.20], [-27.09, -13.37, 13.77], [-21.58, -9.81, 7.38], [-15.01, -18.60, 6.67], [-20.93, -17.32, 14.18], [-24.07, -12.06, 3.79], [-23.52, -5.85, 13.68], [-26.53, -11.76, 14.38], [-16.98, -12.42, 7.19], [-25.08, -7.78, 14.61], [-24.79, -8.62, 14.00], [-22.85, -5.77, 14.54], [-17.91, -15.89, 9.83], [-21.46, -7.10, 15.52], [-14.63, -11.53, 10.56], [-18.73, -15.18, 9.49], [-13.90, -10.57, 12.46], [-24.19, -9.30, 4.30], [-21.93, -10.30, 13.69], [-25.99, -19.35, 16.93], [-16.95, -9.02, 10.09], [-25.83, -12.33, 12.96], [-24.58, -18.01, 15.29], [-21.10, -6.75, 12.68], [-19.89, -17.95, 7.93], [-16.47, -11.27, 8.06], [-21.93, -13.81, 13.73], [-21.08, -15.81, 16.01], [-23.23, -17.25, 13.84], [-18.69, -5.46, 9.71], [-18.71, -7.59, 9.14], [-25.11, -13.34, 14.79], [-25.36, -16.51, 17.92], [-17.11, -16.66, 7.28], [-24.41, -8.15, 8.75], [-16.49, -12.37, 9.85], [-25.24, -15.29, 5.10], [-13.50, -16.60, 6.24], [-20.04, -14.82, 15.01], [-15.37, -11.12, 8.08], [-15.22, -16.51, 5.88], [-21.41, -8.67, 4.86], [-26.27, -7.96, 12.44], [-22.90, -10.36, 3.73], [-22.35, -9.72, 15.38], [-18.40, -8.87, 9.81], [-21.49, -8.42, 12.10], [-23.24, -3.44, 15.40], [-24.36, -12.54, 14.93], [-19.26, -16.45, 6.25], [-18.01, -12.60, 7.46], [-19.52, -16.98, 8.27], [-20.75, -15.92, 12.97], [-20.18, -9.00, 15.76], [-20.28, -9.26, 14.72], [-26.24, -12.70, 13.89], [-23.72, -2.85, 16.21], [-26.00, -8.87, 13.01], [-16.85, -10.78, 11.90], [-23.65, -3.07, 14.46], [-16.18, -9.04, 13.23]]
}

=====

(3)
{
  "formula": "C4HCuLiO2",
  "method": "ωB97M-V/def2-TZVPD",
  "e_tot_ev": -53097.50120,
  "homo_ev": [-6.21, -6.82],
  "fmax_ha_per_bohr": 0.0573,
  "lumo_energy_ev": [-1.37, -1.39],
  "charge": 0,
  "spin_multiplicity": 2,
  "homo_lumo_gap_ev": [4.8, 5.4],
  "elements": ["C", "O", "Cu", "C", "C", "H", "Li", "O", "C"],
  "coordinates": [[2.02, 0.20, -0.08], [-2.69, 0.61, 0.20], [-2.64, -1.84, -0.57], [0.99, 0.84, 0.15], [-0.31, 1.27, 0.33], [-3.33, 1.17, -0.25], [3.64, -2.11, -0.62], [3.03, -0.48, -0.30], [-1.53, 1.21, 0.37]]
}

=====

(4)
{
  "formula": "C2F6N2O3S",
  "method": "ωB97M-V/def2-TZVPD",
  "e_tot_ev": -38330.77668,
  "homo_ev": -11.15,
  "fmax_ha_per_bohr": 0.1053,
  "lumo_energy_ev": -0.20,
  "charge": 0,
  "homo_lumo_gap_ev": 11.0,
  "smiles": "O=[N+]([O-])N(OC(F)(F)F)SC(F)(F)F",
  "elements": ["F", "F", "O", "F", "N", "F", "C", "N", "O", "C", "O", "F", "F", "S"],
  "coordinates": [[-1.40, -1.16, 1.33], [-1.19, -3.02, 0.29], [2.22, -1.25, 1.36], [-0.22, 3.17, -1.24], [0.84, -0.20, -0.01], [-1.85, -1.32, -0.82], [-0.54, 2.00, -0.77], [1.92, -0.24, 0.83], [2.53, 0.79, 0.87], [-1.07, -1.68, 0.13], [0.22, -1.60, -0.07], [-1.71, 1.76, -1.22], [-0.49, 1.99, 0.59], [0.75, 0.75, -1.28]]
}

=====

(5)
{
  "formula": "C22H43Cl2F9HfOP2",
  "method": "ωB97M-V/def2-TZVPD",
  "e_tot_ev": -94950.59277,
  "homo_ev": -7.84,
  "fmax_ha_per_bohr": 0.0581,
  "lumo_energy_ev": 0.36,
  "charge": 0,
  "homo_lumo_gap_ev": 8.2,
  "elements": ["F", "H", "H", "H", "C", "F", "H", "H", "F", "H", "H", "H", "C", "F", "F", "H", "H", "H", "H", "H", "H", "H", "Cl", "C", "H", "C", "F", "C", "H", "H", "C", "H", "H", "H", "H", "P", "C", "C", "H", "C", "C", "H", "C", "C", "H", "F", "C", "H", "H", "Hf", "H", "P", "H", "H", "C", "C", "C", "C", "Cl", "H", "H", "C", "H", "H", "H", "H", "O", "C", "F", "H", "H", "C", "H", "H", "C", "H", "C", "H", "F", "H"],
  "coordinates": [[0.05, -4.65, -0.60], [5.14, 2.03, -1.29], [-5.10, 0.25, -2.46], [3.22, 0.55, 3.64], [3.17, -3.01, 0.20], [2.13, -5.10, -1.05], [0.49, 1.75, 3.09], [-3.43, -1.94, -4.31], [1.19, -3.39, -2.00], [-4.45, -1.80, -2.86], [-0.62, 3.87, -0.26], [-0.29, 3.81, 1.47], [-3.37, -1.95, -0.12], [3.55, -2.81, -1.10], [-0.10, -3.63, 1.86], [1.64, 3.94, -0.89], [-5.88, 1.18, -1.16], [3.31, 2.74, 2.24], [-0.58, -2.17, -2.41], [2.31, 4.93, 1.94], [3.56, 4.43, 0.77], [-5.50, -0.53, -0.91], [0.20, 1.16, -1.85], [1.26, -3.63, 1.70], [-4.28, -2.17, -0.71], [4.42, 2.52, -0.62], [1.69, -4.89, 1.95], [2.53, 4.78, 0.87], [4.83, 2.45, 0.41], [-1.00, -1.84, -4.12], [0.05, 4.24, 0.52], [-2.30, -3.54, -1.21], [-1.38, -2.82, 0.11], [3.24, 0.00, -1.99], [-0.03, 5.34, 0.58], [1.72, 2.04, 0.51], [1.62, -3.09, 0.30], [1.50, 3.86, 0.20], [2.60, 2.16, -1.67], [1.39, 2.38, 3.24], [3.31, 0.28, -0.93], [-3.35, 1.60, -1.50], [-3.74, -1.71, 1.35], [3.09, 1.77, -0.76], [-2.67, -3.92, 0.51], [1.80, -2.82, 2.64], [2.49, 2.00, 2.23], [1.75, 2.18, 4.25], [-0.32, -0.55, -3.10], [-0.04, -0.11, 0.29], [-3.86, 2.55, 0.50], [-2.49, -0.50, -0.89], [-3.96, -2.66, 1.83], [1.09, 3.44, 3.18], [-3.86, 1.45, 0.60], [-1.00, -1.42, -3.10], [-3.43, -1.99, -3.21], [-2.41, -0.96, -2.71], [-0.80, -0.47, 2.59], [-0.45, 1.53, 0.71], [-4.61, -1.03, 1.49], [-3.77, 0.84, -0.82], [2.32, -0.20, 2.34], [4.30, -0.01, -0.54], [4.36, 3.57, -0.92], [-4.79, 1.16, 1.11], [0.97, -1.84, 0.14], [1.26, -4.08, -0.84], [3.79, -4.14, 0.65], [-2.89, -1.27, 1.90], [-3.01, 1.19, 1.23], [-5.13, 0.39, -1.37], [3.97, 0.40, 2.02], [-2.62, 0.01, -3.20], [-2.39, -3.12, -0.20], [2.57, -0.36, -0.42], [3.04, 0.61, 2.56], [-3.14, -3.02, -2.94], [3.66, -1.97, 0.92], [2.47, 5.76, 0.38]]
}